Record 1
{
  "formula": "C4H7NO2",
  "method": "ωB97M-V with the def2-TZVPD basis set",
  "symbols": ["O", "O", "N", "C", "C", "C", "C", "H", "H", "H", "H", "H", "H", "H"],
  "coordinates": [[-0.794687, -2.034916, 0.177549], [0.019965, 0.427702, 2.603189], [-0.556577, -0.897686, -1.762835], [0.457471, -0.320806, 1.763990], [0.036192, 1.456229, 0.014554], [0.474543, 0.010481, 0.273353], [-0.364990, -1.066094, -0.425556], [1.509439, -0.139638, -0.074450], [0.884612, -1.305163, 2.031092], [-0.770143, 1.725137, 0.703966], [0.867649, 2.146975, 0.186900], [-1.156539, -1.558928, -2.232834], [-0.287878, -0.057893, -2.248628], [-0.319058, 1.614600, -1.010291]],
  "forces_ev_per_a": [[0.100, 0.315, -0.225], [0.255, -0.367, -0.388], [-0.063, -0.027, 0.003], [-0.050, 0.217, 0.269], [-0.059, 0.061, -0.066], [-0.043, 0.095, 0.007], [-0.030, -0.121, 0.066], [-0.166, -0.012, 0.056], [-0.085, 0.131, 0.007], [0.127, -0.049, -0.167], [-0.165, -0.126, 0.029], [0.104, 0.086, 0.062], [-0.032, -0.165, 0.134], [0.107, -0.039, 0.215]],
  "gap_ev": 10.5631,
  "smiles": "C[C@@H](C=O)C(N)=O",
  "relative_energy_kcal_mol": 12.3,
  "e_tot_ha": -361.86122,
  "mol_weight_g_mol": 101.10,
  "e_homo_ev": -9.854
}

***

Record 2
{
  "formula": "C3H6N2O2",
  "method": "ωB97M-V with the def2-TZVPD basis set",
  "symbols": ["O", "O", "N", "N", "C", "C", "C", "H", "H", "H", "H", "H", "H"],
  "coordinates": [[-1.527176, -0.530494, 1.797068], [-1.266186, 0.738156, -0.066568], [0.042203, 0.049289, -2.251127], [1.929776, 0.482692, 0.209683], [0.445108, -0.792730, -1.416816], [1.457058, -0.616849, -0.177988], [-1.311367, 0.604478, 1.139437], [1.320905, 1.272084, -0.030073], [-1.632551, 1.514446, 1.683634], [-1.885408, -0.371754, 2.681233], [-0.012976, 1.011677, -1.922234], [2.046594, -1.512749, 0.026073], [0.394020, -1.848247, -1.672322]],
  "forces_ev_per_a": [[0.579, -0.764, -0.291], [0.743, -0.934, 1.853], [-0.756, -0.203, 0.046], [-0.438, 0.170, 1.067], [1.902, -0.420, 1.025], [-0.587, 0.521, -2.373], [-3.124, 1.977, -1.519], [0.183, -0.104, -0.444], [0.969, -0.126, 0.690], [0.330, 0.188, -0.100], [0.664, 0.023, 0.066], [-0.317, -0.166, 0.184], [-0.147, -0.162, -0.203]],
  "gap_ev": 9.5605,
  "smiles": "[H]/N=C\\C=N/[H].O=CO",
  "relative_energy_kcal_mol": 85.5,
  "e_tot_ha": -377.82310,
  "mol_weight_g_mol": 102.09,
  "e_homo_ev": -9.251
}

***

Record 3
{
  "formula": "C18H32Cl15N2O8P",
  "method": "ωB97M-V with the def2-TZVPD basis set",
  "symbols": ["Cl", "Cl", "Cl", "Cl", "Cl", "Cl", "Cl", "Cl", "Cl", "Cl", "Cl", "Cl", "Cl", "Cl", "Cl", "P", "O", "O", "O", "O", "O", "O", "O", "O", "N", "N", "C", "C", "C", "C", "C", "C", "C", "C", "C", "C", "C", "C", "C", "C", "C", "C", "C", "C", "H", "H", "H", "H", "H", "H", "H", "H", "H", "H", "H", "H", "H", "H", "H", "H", "H", "H", "H", "H", "H", "H", "H", "H", "H", "H", "H", "H", "H", "H", "H", "H"],
  "coordinates": [[1.120169, 3.652138, 5.524522], [1.432942, 7.707500, -0.584637], [2.634473, 5.414673, -1.910687], [2.091422, 0.100843, -8.050452], [-4.050275, -0.663614, -4.473857], [4.707726, -6.548726, -0.690968], [3.319210, -1.086968, -5.695178], [3.447016, -6.912364, -3.286774], [-3.825101, 2.231971, -4.309877], [-4.111008, 0.940254, -6.900251], [-0.277793, 6.202033, 5.590005], [6.326348, -6.540571, -3.108383], [0.334218, 5.046683, -0.168781], [0.805343, 5.197873, 3.083674], [0.864443, -2.210824, -6.779367], [-2.817236, -3.924083, 1.075793], [1.447032, -1.084042, 3.221609], [-3.847625, -3.535808, -0.225002], [-1.424909, 0.959292, -2.643061], [-3.720618, -4.056281, 2.538505], [-1.191022, -2.617344, 2.812636], [3.556578, -1.891023, 0.246639], [0.336163, 0.952950, -4.071789], [3.442335, -3.225087, -1.388901], [-1.989868, -5.267887, 0.826054], [3.195218, -3.125384, -0.229032], [-0.035098, 1.055639, -2.870080], [-2.414056, 1.608090, 1.102632], [1.030349, 5.279657, 4.837803], [-1.406309, 2.476653, 2.014781], [-2.029324, 1.869455, -0.434152], [4.758406, -6.116379, -2.405962], [1.808465, 5.984719, -0.453960], [-1.524417, -2.546181, 1.410025], [1.085466, 1.309329, -1.770377], [-3.441706, 0.796103, -5.269236], [-1.132740, 1.823753, 3.474024], [-1.098158, -1.296605, 3.417874], [0.190574, -0.458958, 2.895961], [-1.745989, 0.541405, -1.287421], [1.901540, -1.990793, 2.200641], [0.250876, 1.021441, 3.569480], [2.345353, -1.294381, 0.824527], [1.792722, -0.727506, -6.515348], [2.848728, -2.499089, 2.622011], [1.969731, 5.789703, 5.040316], [-0.410220, 2.715543, 1.485013], [1.059016, 0.533253, -0.920108], [-1.058580, -1.415497, 4.553815], [-0.585593, -2.698636, 0.761774], [2.407891, -0.156403, 0.897343], [-2.292970, -5.600789, -0.111219], [-1.101461, 2.541085, -0.553679], [-3.763368, -2.594439, -0.491021], [-2.032129, -1.570215, 1.091915], [1.119615, 2.385825, -1.375263], [-2.719894, -0.073575, -1.372925], [2.473938, 5.842506, 0.395245], [-0.978845, -0.162507, -0.815770], [-2.475096, 0.512736, 1.404482], [-1.029386, 2.726567, 4.184877], [1.507464, -1.523969, 0.060496], [-2.358745, 0.716908, -5.348212], [0.007104, -0.277765, 1.783497], [-2.077084, -0.754118, 3.131837], [1.184914, -2.838052, 1.947583], [2.102411, 1.143721, -2.285798], [-3.472796, 2.042329, 1.249878], [1.016233, 1.606888, 2.935015], [-2.915543, 2.393947, -0.945988], [-2.042481, 1.243990, 3.870297], [1.208256, -0.066566, -5.877036], [-1.930760, 3.474762, 2.215938], [4.624463, -5.040456, -2.491551], [0.597522, 0.968555, 4.665529], [-3.023868, -4.367918, 3.175046]],
  "forces_ev_per_a": [[0.173, 0.253, 0.062], [0.041, -0.203, 0.070], [-0.064, -0.006, 0.167], [-0.029, -0.040, 0.110], [0.066, 0.054, -0.020], [-0.005, 0.091, -0.122], [-0.119, 0.043, -0.009], [0.097, 0.116, 0.074], [-0.034, -0.054, -0.101], [0.080, -0.027, 0.147], [0.148, -0.075, -0.087], [-0.095, 0.065, 0.044], [0.035, 0.009, -0.041], [0.018, 0.010, 0.129], [0.036, 0.110, 0.046], [0.744, -2.441, 0.319], [-0.991, -0.345, -1.718], [1.493, 0.655, 2.295], [3.039, -0.697, 1.151], [1.930, 0.806, -2.088], [-0.102, 1.143, -0.758], [-0.501, 1.963, 0.593], [-1.484, 0.463, 4.109], [0.138, 0.004, 1.700], [-1.807, 1.772, -0.928], [-0.348, -1.046, -2.020], [0.879, -0.137, -3.717], [0.133, 1.392, -0.377], [-0.020, 0.027, 0.101], [-0.699, -0.444, 0.977], [-0.351, -0.665, -0.537], [-0.013, -0.031, -0.027], [0.121, 0.162, -0.113], [-0.673, 0.423, -0.279], [0.581, -0.487, 0.025], [0.097, 0.057, -0.034], [0.384, 1.199, 0.199], [0.110, 0.654, -0.094], [-1.369, 1.220, 1.044], [-1.598, 0.368, 1.031], [1.664, -0.953, -0.214], [-0.569, -0.418, -0.698], [-1.947, -0.408, 0.041], [-0.072, 0.074, 0.030], [-1.487, 0.884, -0.561], [-0.185, -0.106, -0.041], [-1.508, -0.583, 0.812], [-0.236, 1.455, -1.172], [0.029, -0.043, -1.622], [-1.608, -0.055, 0.797], [0.593, -1.691, -0.004], [0.460, -0.202, 0.817], [-1.482, -0.976, 0.368], [-0.190, -0.687, 0.266], [0.841, -0.868, 0.709], [-0.487, -1.625, -0.476], [1.456, 1.007, 0.010], [-0.151, 0.010, -0.142], [-0.768, 1.124, -0.750], [0.375, 1.345, -0.534], [-0.132, -1.488, -1.003], [1.207, 0.605, 1.018], [-0.181, 0.015, 0.094], [0.622, -0.424, 1.074], [1.620, -0.570, 0.595], [0.636, 1.207, 0.632], [-1.807, 0.214, 0.528], [1.621, -0.854, -0.071], [-0.959, -0.837, 1.263], [1.477, -0.731, 0.586], [1.380, 0.741, -0.760], [0.153, -0.147, -0.094], [0.863, -1.262, -0.456], [0.002, -0.233, 0.026], [-0.437, -0.156, -1.768], [-0.832, 0.273, -0.623]],
  "gap_ev": 8.3612,
  "smiles": "CC(=O)OCCCCCC[C@H](COCP(=N)(O)O)OCCON=O.ClC(Cl)Cl.ClC(Cl)Cl.ClC(Cl)Cl.ClC(Cl)Cl.ClC(Cl)Cl",
  "relative_energy_kcal_mol": 96.3,
  "e_tot_ha": -8660.48071,
  "mol_weight_g_mol": 967.23,
  "e_homo_ev": -8.977
}

***

Record 4
{
  "formula": "C4H6N2O2",
  "method": "ωB97M-V with the def2-TZVPD basis set",
  "symbols": ["O", "O", "N", "N", "C", "C", "C", "C", "H", "H", "H", "H", "H", "H"],
  "coordinates": [[-0.912015, 0.689540, -0.446455], [0.738723, -0.777730, -0.688185], [2.066852, 2.149863, -0.159897], [-1.989250, 0.381173, 0.563350], [1.278783, 1.295904, -0.043472], [-3.047959, 0.199197, -0.274310], [1.883925, -1.085154, 0.069060], [0.283352, 0.259238, -0.007882], [1.594208, -1.437700, 1.107543], [2.816984, -0.379348, 0.322335], [2.419534, -1.975087, -0.302125], [-0.026670, 0.028035, 1.032094], [-3.984169, 0.112359, 0.230098], [-3.122299, 0.539705, -1.402159]],
  "forces_ev_per_a": [[-2.563, 1.025, -0.316], [2.194, -1.823, -0.709], [-1.727, -1.819, 0.377], [-2.600, -0.902, -6.159], [2.480, 4.228, -0.468], [2.765, 2.614, 1.580], [3.568, -2.937, 2.368], [-2.538, 1.286, 3.113], [-0.105, 0.537, -0.940], [-2.585, -0.536, -1.309], [-0.642, 0.345, -0.550], [1.407, -0.331, 0.255], [-0.506, -0.495, 0.413], [0.851, -1.190, 2.344]],
  "gap_ev": 10.9542,
  "smiles": "C=NO[C@H](C#N)OC",
  "relative_energy_kcal_mol": 137.2,
  "e_tot_ha": -415.82204,
  "mol_weight_g_mol": 114.10,
  "e_homo_ev": -10.856
}

***

Record 5
{
  "formula": "C4H4CuO5",
  "method": "ωB97M-V with the def2-TZVPD basis set",
  "symbols": ["Cu", "O", "O", "O", "O", "O", "C", "C", "C", "C", "H", "H", "H", "H"],
  "coordinates": [[-0.046246, -2.895841, -0.066064], [1.494788, 0.498998, 0.801836], [-1.071996, 0.456149, -0.271004], [-2.898838, 0.215896, 0.935084], [-1.696879, -1.603412, 0.404577], [1.612867, -1.562139, -0.029381], [1.108151, -0.405047, 0.042238], [-0.005289, -0.082429, -1.052380], [0.448337, 1.003150, -2.011211], [-1.961682, -0.379984, 0.388833], [0.440740, 0.619688, -3.040932], [1.472135, 1.321257, -1.772902], [-0.224882, 1.869677, -1.954828], [-0.373419, -0.940681, -1.629864]],
  "forces_ev_per_a": [[0.020, 2.003, 0.332], [-0.738, -0.903, -1.012], [-0.707, 0.344, -0.772], [0.583, -0.745, -0.521], [0.579, -2.240, -0.282], [-0.257, -2.442, 0.059], [0.389, 1.716, -0.517], [-0.046, 0.462, 1.913], [0.374, 0.199, -0.392], [-0.401, 1.826, 0.664], [0.019, 0.172, 0.159], [-0.319, 0.074, -0.055], [0.212, -0.280, 0.053], [0.292, -0.187, 0.371]],
  "gap_ev": 7.0956,
  "relative_energy_kcal_mol": 0.0,
  "e_tot_ha": -2171.58263,
  "mol_weight_g_mol": 195.62,
  "charge": -1,
  "e_homo_ev": -4.987
}

***

Record 6
{
  "formula": "C2H7NS4",
  "method": "ωB97M-V with the def2-TZVPD basis set",
  "symbols": ["S", "S", "S", "S", "N", "C", "C", "H", "H", "H", "H", "H", "H", "H"],
  "coordinates": [[-1.355187, 1.047402, 1.900726], [-1.526603, 1.488523, -1.054991], [2.072452, -1.354051, 0.236038], [2.144104, 1.252999, -1.178235], [1.932177, 0.288663, 0.113361], [-1.149301, -1.132526, 0.133504], [-1.179495, 0.396131, 0.263634], [2.172548, -1.164410, 1.619689], [-1.260835, 0.578979, -2.145760], [-0.392727, -1.424253, 0.761464], [-0.891371, -1.249173, -0.880185], [-2.085673, -1.550446, 0.465292], [3.061651, 0.537385, -1.872380], [-1.541741, 2.284778, 1.637840]],
  "forces_ev_per_a": [[0.317, -2.211, 0.004], [0.303, -1.528, -1.275], [0.924, 0.757, 1.172], [0.339, -0.660, -0.245], [-0.642, 0.694, 0.549], [-1.622, 3.436, 0.022], [-0.249, -0.051, 0.349], [-0.174, -0.871, -1.197], [-0.316, 1.291, 1.640], [1.742, -1.230, 1.340], [0.126, -1.082, -1.188], [-0.466, -0.412, -0.301], [-0.073, 0.055, -0.297], [-0.210, 1.812, -0.574]],
  "gap_ev": [6.0273, 8.3470],
  "relative_energy_kcal_mol": 47.8,
  "e_tot_ha": -1727.74253,
  "mol_weight_g_mol": 173.35,
  "e_homo_ev": [-6.525, -7.832]
}